Formula: C15H20N2O3S
Source: the Open Molecules 2025 dataset
Level of theory: ωB97M-V/def2-TZVPD

CARTESIAN COORDINATES (ANGSTROEM)
C  -2.34  5.98  -3.10
C  -2.63  4.89  -4.13
C  -1.84  3.64  -3.81
O  -2.16  3.15  -2.49
C  -1.45  2.15  -1.89
C  -0.26  1.59  -2.40
C  0.36  0.56  -1.71
C  -0.15  0.06  -0.50
N  0.56  -0.95  0.18
C  1.92  -1.01  0.36
O  2.87  -0.16  -0.06
C  2.23  -2.11  1.13
C  0.95  -2.77  1.42
S  0.60  -4.22  2.41
C  1.96  -4.15  3.67
C  1.77  -5.26  4.66
N  2.85  -5.24  5.67
C  -0.04  -2.02  0.90
O  -1.38  -2.33  1.05
C  -1.32  0.63  0.00
C  -1.99  1.65  -0.67
H  -2.78  6.93  -3.40
H  -1.29  6.19  -3.02
H  -2.75  5.72  -2.08
H  -3.70  4.66  -4.15
H  -2.35  5.26  -5.15
H  -0.74  3.84  -3.85
H  -2.11  2.85  -4.53
H  0.13  1.84  -3.37
H  1.21  0.06  -2.16
H  2.42  0.59  -0.51
H  3.23  -2.44  1.41
H  2.00  -3.15  4.17
H  2.88  -4.23  3.10
H  0.80  -5.19  5.16
H  1.80  -6.22  4.12
H  3.12  -4.33  6.01
H  3.67  -5.69  5.30
H  -1.46  -3.11  1.59
H  -1.70  0.25  0.94
H  -2.89  2.08  -0.26

The HOMO-LUMO gap is 7.80 eV. Its SMILES is CCCOc1ccc(-n2c(O)cc(SCCN)c2O)cc1. The calculation puts the electronic energy at -35835.941 eV. The total charge is 0. The value obtained for the molar mass is 308.4 g/mol. As for the max |F|: 0.067 Eh/bohr. The calculation puts the energy above the lowest of the compared OMol25 structures with the same formula, charge and spin at 70.9 kcal/mol. The value obtained for the LUMO energy is 0.7 eV.

Here are the natural (NBO) charges for atoms 1 to 8, given in e:
1. C -0.612
2. C -0.417
3. C -0.058
4. O -0.514
5. C 0.315
6. C -0.298
7. C -0.250
8. C 0.184

Formula: C7H13B3FNO3Yb
Source: the Open Molecules 2025 dataset
Level of theory: ωB97M-V/def2-TZVPD

CARTESIAN COORDINATES (ANGSTROEM)
C  6.29  -1.25  0.72
C  5.24  -0.75  0.32
C  4.08  -0.03  -0.47
C  2.80  0.07  0.50
C  2.03  1.44  0.10
B  0.46  1.18  -0.21
O  0.02  1.36  -1.57
B  -1.18  0.60  -1.67
F  -1.31  -0.50  -2.53
O  -2.23  1.02  -0.79
B  -1.72  0.61  0.54
C  -2.86  -0.05  1.50
C  -3.64  -1.08  0.54
N  -4.93  -0.48  0.06
O  -0.37  0.76  0.89
H  7.29  -1.77  0.82
H  3.75  -0.63  -1.37
H  4.46  1.01  -0.75
H  2.06  -0.78  0.31
H  3.11  0.05  1.58
H  2.19  2.24  0.89
H  2.49  1.86  -0.85
H  -3.55  0.82  1.77
H  -2.45  -0.56  2.41
H  -3.87  -2.04  1.10
H  -3.01  -1.31  -0.39
H  -5.58  -1.24  -0.20
H  -4.76  0.14  -0.76
Yb  -4.80  -0.70  -2.49

The HOMO-LUMO gap is 2.54 eV. The calculation puts the electronic energy at -51364.627 eV. The total charge is +2. The value obtained for the molar mass is 383.7 g/mol. As for the max |F|: 0.080 Eh/bohr. The value obtained for the LUMO energy is -10.6 eV.

Here are the natural (NBO) charges for atoms 1 to 8, given in e:
1. C -0.228
2. C -0.057
3. C -0.452
4. C -0.366
5. C -0.803
6. B 1.174
7. O -0.864
8. B 1.384

Q: The lowest LUMO energy belongs to which entry?
A: C7H13B3FNO3Yb